# 1
149
Properties=species:S:1:pos:R:3 method="wB97M-V/def2-TZVPD" largest_force_ev_per_a=1.8 homo_lumo_gap_ev=6.8 relative_energy_kcal_mol=0.0 homo_ev=-9.3 total_charge=+1 e_lumo_ev=-2.41
C 0.99 -4.90 0.33
C 0.26 -3.97 -0.64
C -0.06 -2.65 0.07
N 0.07 -1.41 -0.75
C -0.56 -1.53 -2.10
O -1.67 -2.35 -2.04
C -2.80 -1.95 -2.82
C -0.54 -0.24 0.03
C -2.03 -0.23 0.32
C -2.66 1.17 0.21
N -3.78 1.16 -0.73
C 0.47 0.08 1.12
C 0.19 1.31 1.97
C -0.67 0.98 3.20
C 0.15 0.37 4.35
C -0.04 1.10 5.68
C 0.31 0.17 6.84
N -0.81 -0.70 7.25
C 1.79 -0.03 0.31
S 2.89 1.35 -0.02
O 3.50 1.06 -1.30
O 3.77 1.49 1.10
C 1.93 2.93 -0.38
F 2.51 3.46 -1.47
F 0.69 2.53 -0.75
C 1.84 4.04 0.73
F 2.37 3.66 1.90
F 0.52 4.29 0.94
C 2.46 5.41 0.31
F 2.25 6.20 1.39
F 1.79 5.93 -0.72
C 4.00 5.37 0.03
F 4.24 5.71 -1.24
F 4.49 4.14 0.25
F 4.64 6.22 0.83
C 1.49 -0.89 -0.95
C 2.60 -1.92 -1.10
C 2.83 -2.48 -2.52
C 4.27 -2.24 -2.99
C 4.60 -3.05 -4.24
O 4.91 -2.13 -5.30
C 5.56 -2.66 -6.35
C 6.18 -1.65 -7.25
O 5.63 -3.87 -6.53
H 1.45 -5.75 -0.17
H 0.31 -5.22 1.11
H 1.78 -4.35 0.85
H -0.65 -4.47 -0.94
H 0.87 -3.81 -1.53
H 0.57 -2.59 0.95
H -1.09 -2.70 0.42
H 0.19 -1.98 -2.75
H -0.79 -0.54 -2.48
H -3.25 -2.85 -3.22
H -3.55 -1.47 -2.19
H -2.52 -1.32 -3.66
H -0.38 0.58 -0.66
H -2.21 -0.59 1.33
H -2.60 -0.90 -0.32
H -3.03 1.50 1.17
H -1.91 1.90 -0.12
H -4.21 2.08 -0.74
H -3.46 0.95 -1.67
H 0.60 -0.71 1.86
H -0.29 2.12 1.42
H 1.14 1.64 2.38
H -1.11 1.92 3.54
H -1.50 0.32 2.94
H -0.12 -0.67 4.49
H 1.22 0.38 4.12
H -1.06 1.45 5.77
H 0.62 1.97 5.71
H 0.60 0.73 7.72
H 1.14 -0.47 6.56
H -1.07 -1.31 6.48
H -1.61 -0.12 7.43
H 2.44 -0.64 0.93
H 1.56 -0.24 -1.82
H 3.53 -1.44 -0.81
H 2.48 -2.75 -0.41
H 2.19 -1.97 -3.25
H 2.64 -3.54 -2.56
H 4.41 -1.19 -3.22
H 4.96 -2.48 -2.18
H 5.45 -3.70 -4.07
H 3.74 -3.64 -4.55
H 5.41 -1.13 -7.82
H 6.85 -2.16 -7.94
H 6.74 -0.91 -6.69
N -1.90 5.01 3.84
C -2.94 5.53 3.11
C -4.05 5.53 3.91
C -3.67 5.00 5.17
C -2.34 4.69 5.09
H -0.96 4.90 3.50
H -2.80 5.86 2.09
H -5.03 5.88 3.62
H -4.30 4.86 6.03
H -1.67 4.27 5.82
N -5.73 -1.18 -0.74
C -6.04 -1.79 0.45
C -7.08 -2.65 0.22
C -7.41 -2.56 -1.15
C -6.56 -1.65 -1.72
H -5.00 -0.49 -0.86
H -5.50 -1.55 1.35
H -7.56 -3.27 0.96
H -8.19 -3.10 -1.67
H -6.49 -1.29 -2.73
N 0.70 -3.67 5.29
C 1.67 -3.39 4.37
C 2.34 -4.55 4.09
C 1.75 -5.57 4.88
C 0.75 -5.00 5.62
H 0.08 -2.99 5.68
H 1.81 -2.38 3.99
H 3.16 -4.65 3.39
H 2.03 -6.61 4.90
H 0.07 -5.42 6.33
N -12.16 -0.22 -0.73
C -11.81 1.04 -0.34
C -10.49 1.01 0.02
C -10.03 -0.32 -0.15
C -11.08 -1.06 -0.61
H -13.07 -0.50 -1.04
H -12.52 1.85 -0.37
H -9.91 1.86 0.37
H -9.04 -0.70 0.05
H -11.16 -2.10 -0.87
N 5.55 9.00 1.53
C 5.28 9.47 2.79
C 5.49 10.82 2.78
C 5.90 11.18 1.47
C 5.93 10.03 0.72
H 5.49 8.04 1.25
H 4.97 8.80 3.58
H 5.36 11.48 3.62
H 6.14 12.17 1.12
H 6.19 9.87 -0.31
N 4.54 -6.18 -8.20
C 4.94 -6.86 -9.30
C 3.87 -7.58 -9.77
C 2.78 -7.32 -8.90
C 3.22 -6.44 -7.94
H 5.12 -5.56 -7.65
H 5.95 -6.78 -9.67
H 3.87 -8.23 -10.63
H 1.78 -7.72 -8.97
H 2.72 -5.99 -7.11



# 2
79
Properties=species:S:1:pos:R:3 method="wB97M-V/def2-TZVPD" largest_force_ev_per_a=0.7 homo_lumo_gap_ev=8.4 relative_energy_kcal_mol=2.2 homo_ev=-9.1 total_charge=0 e_lumo_ev=-0.72
Pt 0.78 -1.04 -0.46
F -0.18 -1.58 -2.52
B -0.35 -3.01 -2.95
F -0.40 -2.97 -4.32
F 0.74 -3.75 -2.49
F -1.52 -3.44 -2.37
C 4.17 -3.52 -1.21
C 3.30 -2.90 -0.10
C 2.67 -4.04 0.70
C 4.20 -2.03 0.78
C 2.20 -2.13 -0.78
H 4.97 -4.12 -0.77
H 4.64 -2.74 -1.82
H 3.57 -4.15 -1.86
H 3.46 -4.69 1.07
H 2.01 -4.63 0.06
H 2.09 -3.68 1.54
H 4.99 -2.66 1.20
H 3.67 -1.55 1.60
H 4.68 -1.24 0.19
H 2.24 -2.27 -1.86
C 1.88 0.76 3.98
Si 1.34 0.82 2.18
C 2.74 1.60 1.19
C -0.16 1.94 2.07
C 1.00 -0.93 1.59
Si -0.66 -1.67 2.11
C -2.03 -0.97 1.01
C -1.10 -1.25 3.89
C -0.69 -3.53 1.93
H 2.18 1.75 4.33
H 2.74 0.10 4.10
H 1.08 0.39 4.62
H 2.90 2.63 1.51
H 2.52 1.59 0.12
H 3.68 1.07 1.34
H 0.13 2.97 2.26
H -0.91 1.67 2.83
H -0.63 1.90 1.09
H 1.79 -1.55 1.99
H -2.23 0.07 1.23
H -2.95 -1.54 1.18
H -1.86 -1.06 -0.07
H -1.29 -0.19 4.02
H -0.29 -1.54 4.56
H -2.00 -1.80 4.20
H -0.55 -3.83 0.89
H -1.67 -3.89 2.25
H 0.06 -4.03 2.54
O -0.17 0.98 -1.04
S -0.55 1.29 -2.48
C -2.26 1.84 -2.42
C -3.20 0.73 -2.02
C -4.13 0.96 -1.01
C -5.03 -0.03 -0.65
C -4.99 -1.27 -1.28
C -4.06 -1.51 -2.28
C -3.18 -0.51 -2.66
C 0.22 2.89 -2.89
C -0.06 4.02 -1.95
C 0.61 4.12 -0.73
C 0.35 5.17 0.13
C -0.58 6.14 -0.21
C -1.26 6.05 -1.42
C -1.00 5.00 -2.28
H -2.47 2.21 -3.43
H -2.31 2.67 -1.71
H -4.14 1.92 -0.51
H -5.75 0.16 0.14
H -5.67 -2.05 -0.98
H -3.99 -2.48 -2.75
H -2.45 -0.71 -3.44
H -0.12 3.11 -3.90
H 1.28 2.65 -2.92
H 1.34 3.36 -0.46
H 0.89 5.24 1.06
H -0.78 6.96 0.46
H -1.99 6.80 -1.69
H -1.52 4.93 -3.23